(1)
Here is C28H35Cl3FNPdSi as an isolated structure from the OMol25 dataset. Energies are from wB97M-V/def2-TZVPD.

The charge is +2. As for the largest force on an atom: 0.0152 Eh/bohr. As for the total energy: -82723.061 eV. The multiplicity is 5. The calculation puts the relative energy (zero: lowest compared OMol25 entry of this formula, charge and spin) at 0.00 kcal/mol. For the highest occupied orbital energy (alpha / beta), the calculation gives -13.5 / -15.1 eV.

Geometry as XYZ:
```
70
Properties=species:S:1:pos:R:3:forces:R:3:mulliken_spin:R:1
Pd -0.151163 0.796490 1.734392 -0.096 0.757 -0.170 0.903
C 0.535958 5.307857 -1.398812 -0.002 0.036 0.011 0.008
C 0.825506 3.801731 -1.342703 0.006 -0.075 0.032 -0.002
C 0.858862 3.226706 -2.752656 0.020 -0.001 -0.017 0.001
C -0.174658 3.126239 -0.427405 -0.024 -0.055 -0.122 0.072
C -1.120408 2.188023 -0.890566 0.009 0.030 0.016 0.110
C -2.105865 1.685249 -0.061794 0.021 -0.064 -0.042 -0.041
C -2.202646 2.082957 1.287495 -0.080 0.057 0.040 0.023
C -3.399241 1.725389 2.131196 -0.013 0.049 -0.043 -0.006
C -1.243922 3.011992 1.750900 0.068 -0.068 0.034 0.086
C -0.242318 3.504800 0.913473 0.021 -0.118 0.090 0.022
H 1.268341 5.803131 -2.034620 0.014 -0.006 -0.007 0.001
H 0.580171 5.774725 -0.416280 -0.003 0.008 0.010 -0.001
H -0.453798 5.491316 -1.818844 -0.021 -0.001 -0.007 0.000
H 1.812573 3.666056 -0.885904 0.002 0.016 -0.003 0.010
H -0.071838 3.429485 -3.285915 -0.019 0.013 -0.003 -0.001
H 1.026954 2.149414 -2.758535 0.015 -0.043 0.015 0.002
H 1.663523 3.691063 -3.320586 0.003 0.010 -0.002 -0.001
H -1.111910 1.892632 -1.930358 0.010 -0.009 -0.011 0.001
H -2.852437 1.009625 -0.464012 0.016 0.058 -0.001 -0.003
H -3.221952 0.866855 2.779088 0.005 0.008 -0.004 0.005
H -4.253899 1.498978 1.494910 0.003 -0.018 0.013 0.000
H -3.669099 2.564902 2.769725 -0.006 -0.003 0.012 0.002
H -1.342199 3.401092 2.755249 0.011 0.037 -0.005 -0.005
H 0.458388 4.232698 1.302611 0.003 -0.001 0.007 -0.004
C 2.636561 0.553707 -0.771050 -0.096 0.141 0.011 0.008
C 2.157413 -0.292257 -1.957788 0.018 0.015 -0.058 0.011
C 3.072730 -1.508768 -2.175581 0.000 0.045 0.029 0.037
C 0.706234 -0.721007 -1.949294 -0.040 -0.059 0.004 0.175
C -0.007358 -0.698789 -3.120582 -0.029 -0.009 0.040 0.070
C -1.334625 -1.153591 -3.177947 0.032 0.004 0.019 0.143
C -1.982800 -1.677095 -2.052332 0.052 0.016 0.004 0.038
C -1.342875 -1.737929 -0.841121 0.061 0.040 -0.109 0.096
C -1.986239 -2.390157 0.357008 0.080 0.031 0.074 0.029
C -3.303114 -1.708234 0.732738 -0.011 0.009 0.068 0.018
C -2.210804 -3.883855 0.081701 -0.041 0.016 0.027 0.011
C 0.016722 -1.236086 -0.783858 -0.129 0.063 0.133 0.147
N 0.629074 -1.180350 0.419298 0.334 -0.276 -0.264 0.535
C 1.395173 -2.109271 0.974537 -0.040 0.009 0.157 0.084
C 1.504538 -3.444105 0.472166 -0.004 0.010 -0.046 0.200
C 2.261049 -4.369772 1.131437 0.031 0.051 0.048 -0.021
C 2.955818 -4.016802 2.303364 -0.024 -0.004 -0.015 0.212
C 2.903572 -2.718366 2.808893 -0.032 0.055 -0.036 -0.044
C 2.140844 -1.798261 2.147090 0.075 0.104 0.110 0.189
F 2.107158 -0.523430 2.563644 0.002 -0.188 -0.113 0.036
H 3.443162 1.208124 -1.100726 0.039 -0.043 0.000 0.003
H 3.029804 -0.057433 0.040171 -0.020 0.002 0.007 0.009
H 1.846517 1.200345 -0.370934 0.069 -0.059 -0.061 -0.005
H 2.255010 0.320768 -2.856197 -0.026 0.024 0.013 0.000
H 3.065120 -2.173587 -1.313052 -0.012 -0.053 0.062 -0.003
H 4.097338 -1.165922 -2.315508 0.014 0.009 -0.005 0.003
H 2.783267 -2.080064 -3.056559 -0.016 0.000 -0.020 -0.001
H 0.461916 -0.324350 -4.021418 0.003 -0.002 -0.015 0.005
H -1.863911 -1.111936 -4.121340 -0.007 -0.002 -0.013 -0.015
H -2.990418 -2.055886 -2.150622 -0.039 -0.013 -0.014 0.009
H -1.306490 -2.295843 1.208827 -0.078 -0.034 -0.090 0.013
H -4.019166 -1.731046 -0.088884 -0.018 -0.017 -0.032 0.001
H -3.149397 -0.670048 1.027504 0.010 -0.070 -0.014 -0.008
H -3.754666 -2.231308 1.574884 -0.016 0.002 0.019 0.001
H -2.927370 -4.026815 -0.727045 -0.019 -0.013 -0.020 0.001
H -2.615938 -4.359717 0.973512 -0.011 -0.013 0.011 0.003
H -1.291201 -4.402735 -0.186992 0.029 0.014 -0.012 -0.006
H 0.968395 -3.702249 -0.432150 -0.008 0.016 -0.010 0.012
H 2.332675 -5.379569 0.753492 -0.007 -0.018 -0.008 0.004
H 3.550027 -4.759744 2.816830 0.011 -0.008 0.003 0.003
H 3.454715 -2.426376 3.691594 0.010 0.006 0.014 0.001
Cl 1.401160 0.418116 5.467526 0.070 0.061 0.086 0.062
Si -0.021899 1.073589 4.193859 0.017 -0.208 -0.128 0.541
Cl -1.433370 2.125847 5.192623 -0.009 0.095 0.087 0.053
Cl -1.047294 -0.707116 3.508260 -0.186 -0.368 0.215 0.161
```
Positions in Å, forces in eV/Å.

(2)
Here is C28H35F6N7O4PdS3 as an isolated structure from the OMol25 dataset. Energies are from wB97M-V/def2-TZVPD.

As for the largest force on an atom: 0.0588 Eh/bohr. As for the total energy: -100513.262 eV. The calculation puts the relative energy (zero: lowest compared OMol25 entry of this formula, charge and spin) at 18.88 kcal/mol. For the highest occupied orbital energy (alpha / beta), the calculation gives -7.1 / -7.1 eV.

Geometry as XYZ:
```
84
Properties=species:S:1:pos:R:3:forces:R:3:lowdin_charge:R:1
Pd 0.638435 0.462233 0.794548 -2.117 0.404 -2.124 0.729
F 1.271125 0.504267 5.360396 0.017 -0.005 -0.086 0.141
C 2.416273 0.890715 4.793244 0.077 0.002 -0.099 -0.676
F 2.688526 2.130179 5.182334 0.001 -0.031 -0.057 0.155
F 3.389852 0.077952 5.191963 -0.085 0.084 -0.013 0.152
S 2.221062 0.776682 2.955223 1.148 -0.181 2.131 0.576
O 1.923048 -0.608281 2.712337 -0.069 -0.223 0.051 -0.304
O 1.158533 1.729402 2.659320 -0.403 -0.222 -0.301 -0.349
N 3.653447 1.242267 2.542533 -0.281 0.167 -0.273 -0.270
S 4.005273 1.147920 1.004240 0.659 0.079 -0.189 0.606
O 4.285341 2.416681 0.410745 0.007 0.053 0.061 -0.255
O 3.130687 0.241553 0.288410 -0.239 -0.133 0.050 -0.324
C 5.650008 0.299759 1.075937 -0.191 -0.047 0.054 -0.676
F 6.505240 1.026802 1.790538 -0.052 -0.076 -0.052 0.147
F 5.531830 -0.906444 1.625803 0.026 0.121 -0.046 0.149
F 6.117428 0.169470 -0.164641 -0.021 0.000 0.070 0.146
C -1.098853 -0.549528 -3.605326 -0.041 0.003 0.051 -0.034
N -0.386584 0.691080 -3.394640 0.168 -0.160 0.041 -0.141
C -0.020045 1.390810 -4.612059 -0.017 0.029 -0.054 -0.053
C 0.258989 0.958319 -2.214622 -0.232 0.102 -0.293 -0.434
N 0.625888 0.023196 -1.362989 -0.237 0.363 1.172 0.044
C 1.154927 -1.196826 -1.784489 0.382 -0.282 -0.481 -0.218
C 2.000404 -1.162337 -2.884496 -0.272 0.223 0.316 -0.035
C 2.559969 -2.314502 -3.437891 0.019 -0.240 -0.032 -0.075
C 2.298687 -3.525958 -2.869241 0.099 0.156 -0.120 -0.047
C 1.519343 -3.613584 -1.693653 -0.032 0.073 0.049 -0.159
C 1.366894 -4.885570 -1.097954 -0.067 -0.069 0.141 -0.054
C 0.706371 -5.013938 0.088110 0.072 -0.104 -0.100 -0.077
C 0.136406 -3.888585 0.685285 -0.019 0.344 -0.092 -0.034
C 0.183864 -2.626449 0.107230 -0.158 -0.661 0.175 -0.227
N -0.472881 -1.600568 0.790235 -0.545 -0.085 0.520 0.051
C -1.680259 -1.833164 1.254188 0.255 -0.491 -0.546 -0.444
N -2.574955 -2.625335 0.569014 -0.148 -0.025 -0.009 -0.158
C -2.495279 -2.755904 -0.866572 -0.031 0.018 0.070 -0.040
C -3.430363 -3.582645 1.237875 0.027 0.011 -0.024 -0.060
N -2.169113 -1.330351 2.415027 0.009 0.254 -0.070 -0.155
C -3.545042 -0.871325 2.517344 -0.006 0.029 -0.022 -0.068
C -1.302795 -0.772902 3.427103 0.105 -0.059 0.011 -0.056
C 0.927208 -2.446891 -1.109736 0.025 0.051 -0.016 -0.025
N 0.468417 2.267027 -1.961021 0.004 -0.150 0.133 -0.130
C 1.471456 2.630172 -0.979467 0.082 -0.060 0.242 -0.053
C -0.487331 3.288383 -2.364392 -0.006 0.065 -0.013 -0.041
H -1.958408 -0.351928 -4.248878 0.004 0.002 0.005 0.099
H -1.459538 -0.920490 -2.652829 0.032 0.048 -0.075 0.059
H -0.475078 -1.319213 -4.070750 0.028 0.019 -0.006 0.097
H 0.363272 0.671641 -5.342829 0.001 -0.003 0.015 0.094
H 0.758787 2.123218 -4.413450 -0.036 -0.013 0.020 0.091
H -0.883106 1.899753 -5.049261 0.026 0.010 -0.019 0.092
H 2.228645 -0.195033 -3.316024 0.040 -0.005 0.001 0.119
H 3.209176 -2.234482 -4.300571 -0.028 -0.008 -0.017 0.106
H 2.716829 -4.435385 -3.281475 0.016 -0.005 0.025 0.109
H 1.813494 -5.743118 -1.584632 0.029 0.013 0.005 0.108
H 0.623403 -5.976795 0.577133 0.008 -0.005 -0.026 0.105
H -0.372597 -3.985681 1.636553 0.016 -0.015 0.010 0.117
H -1.995903 -1.876047 -1.258989 -0.014 -0.075 0.033 0.055
H -3.507822 -2.796681 -1.275974 0.001 -0.004 -0.003 0.098
H -1.945666 -3.648595 -1.184175 -0.002 -0.002 0.006 0.099
H -3.253922 -3.558906 2.310500 -0.006 0.008 -0.011 0.091
H -3.203585 -4.589216 0.871575 -0.005 -0.008 0.012 0.092
H -4.488830 -3.377012 1.050315 -0.005 -0.031 0.009 0.088
H -4.045883 -1.351583 3.361295 -0.038 -0.003 -0.018 0.092
H -4.087540 -1.079899 1.600605 -0.005 -0.027 0.019 0.084
H -3.554253 0.210865 2.672649 0.024 -0.002 0.019 0.083
H -0.329073 -1.238934 3.369014 0.213 -0.008 -0.033 0.070
H -1.734114 -0.981136 4.408628 -0.015 0.047 -0.002 0.097
H -1.200574 0.310201 3.309739 0.052 0.038 -0.007 0.078
H 2.454320 2.296968 -1.296339 0.067 0.005 -0.017 0.080
H 1.249836 2.126914 -0.005698 0.316 1.009 -0.634 0.009
H 1.484438 3.708164 -0.842515 -0.057 0.005 -0.034 0.107
H -0.059375 3.958219 -3.114759 -0.031 -0.026 -0.026 0.093
H -0.772732 3.881975 -1.495709 0.018 -0.025 0.030 0.080
H -1.382939 2.817562 -2.761956 0.019 0.023 -0.009 0.093
S -1.681598 1.150552 0.259624 1.234 -0.600 0.509 0.812
C -1.979834 2.822289 0.696878 0.330 0.260 0.137 -0.642
C -3.209578 3.385077 0.347677 0.062 -0.171 -0.044 -0.139
C -3.458518 4.724921 0.593575 -0.006 0.001 0.010 -0.097
C -2.490127 5.520174 1.190333 0.012 0.132 0.005 -0.103
C -1.279934 4.958036 1.570265 -0.068 -0.005 -0.048 -0.082
C -1.025451 3.614882 1.336892 -0.076 -0.024 0.009 -0.126
H -3.958345 2.756830 -0.121138 -0.029 0.075 -0.050 0.097
H -4.411912 5.152555 0.310114 -0.008 -0.009 0.001 0.101
H -2.677411 6.572664 1.359696 -0.021 -0.016 0.019 0.098
H -0.524580 5.570241 2.046786 0.002 -0.024 0.029 0.106
H -0.095406 3.172641 1.662295 -0.012 0.090 -0.079 0.061
```
Positions in Å, forces in eV/Å.

(3)
Here is C28H35HfN5P2S as an isolated structure from the OMol25 dataset. Energies are from wB97M-V/def2-TZVPD.

The charge is +2. As for the largest force on an atom: 0.2241 Eh/bohr. As for the total energy: -67748.019 eV. The calculation puts the relative energy (zero: lowest compared OMol25 entry of this formula, charge and spin) at 83.80 kcal/mol. For the highest occupied orbital energy, the calculation gives -13.7 eV.

Geometry as XYZ:
```
72
Properties=species:S:1:pos:R:3:forces:R:3:lowdin_charge:R:1
Hf -0.112174 -1.578243 1.185045 0.222 -1.263 7.767 1.349
C -1.366767 1.811796 4.641826 -0.750 0.900 1.174 -0.110
C -1.698252 1.344861 3.461013 0.837 -1.599 -1.064 -0.132
C -1.230835 1.863639 2.114671 -0.969 -0.887 0.363 -0.195
C 0.141432 1.544262 1.527634 1.281 1.647 0.699 -0.215
C 1.387923 1.875846 2.354219 -0.293 -0.525 1.769 -0.084
C 1.473417 2.564812 3.549266 -0.598 -1.649 -3.388 -0.073
C 0.560821 3.555836 4.125757 -1.176 0.158 1.265 -0.181
C -0.647130 3.081317 5.009212 1.437 0.061 0.274 -0.146
C 0.352075 -3.668050 1.645391 0.518 -0.295 -0.256 -0.273
H -1.754322 1.312487 5.534287 -0.025 -0.086 -0.357 0.119
H -2.248640 0.378752 3.375388 0.245 0.794 0.437 0.101
H -1.404069 2.934796 2.090621 0.316 0.254 -0.297 0.137
H -1.965435 1.436815 1.437402 0.072 0.356 -0.252 0.031
H 0.228690 0.528277 0.898250 0.123 1.053 0.750 -0.014
H 0.302695 2.257264 0.736220 -0.442 -0.062 -1.256 0.119
H 2.319119 1.526332 1.889137 -0.231 -0.186 0.500 0.101
H 2.413131 2.519825 4.011429 1.445 0.077 0.312 0.093
H 0.215577 4.234735 3.367095 -0.160 0.249 -0.492 0.111
H 1.182250 4.140655 4.808125 -0.206 0.229 -0.160 0.120
H -0.160370 2.847052 5.976437 -0.567 0.316 -0.201 0.117
H -1.298384 3.974181 5.157311 0.148 -0.891 0.005 0.137
H 0.701698 -4.060895 2.622688 -0.236 0.894 -0.125 0.045
H 1.185199 -3.972500 0.985751 -0.231 0.131 0.070 -0.040
H -0.423171 -4.390984 1.392104 -0.551 -0.018 -0.383 0.022
P 1.643787 -1.363051 -0.553516 6.794 1.054 -9.250 1.099
P -1.752122 -0.762119 -0.629401 -5.905 5.063 -7.370 1.073
N 3.141239 -0.266823 -1.265833 -0.149 -0.679 0.625 -0.181
N 2.167298 -2.654997 -1.817169 -1.338 0.429 2.527 -0.225
N -1.999530 1.107406 -1.295496 -0.682 -1.343 2.876 -0.182
N -3.332332 -1.023144 -1.491037 0.604 -1.216 2.217 -0.253
C 0.649355 -0.412371 -1.791249 -1.447 -0.015 0.452 -0.442
C -0.704712 -1.073999 -2.055871 1.013 -1.023 0.450 -0.402
C 4.354977 -0.135592 -0.614139 0.745 1.653 -0.029 -0.138
C 5.095036 0.921840 -1.162500 -0.577 -0.800 0.612 -0.056
C 4.319133 1.463888 -2.218630 -1.369 -1.856 0.233 -0.036
C 3.206798 0.620933 -2.356900 -0.815 1.385 0.606 -0.151
C 2.369954 -3.965111 -1.415557 0.634 -0.874 -1.274 -0.138
C 2.864037 -4.683218 -2.504240 -0.684 0.833 1.050 -0.044
C 2.918145 -3.799085 -3.622908 -0.491 1.047 1.348 -0.021
C 2.498345 -2.551906 -3.166387 -0.116 -0.322 -0.291 -0.113
C -2.902950 1.933307 -0.623322 -0.029 1.239 0.277 -0.169
C -2.995103 3.182989 -1.271387 -0.236 -2.139 1.071 -0.029
C -2.249522 2.993648 -2.459590 0.515 -0.531 0.607 -0.067
C -1.640492 1.754953 -2.449112 0.479 0.425 -0.386 -0.184
C -3.868351 -0.523699 -2.687507 -0.059 -0.191 -0.492 -0.104
C -4.992858 -1.265884 -3.025899 1.292 0.302 1.310 -0.025
C -5.175675 -2.237712 -1.984869 0.730 -0.014 0.604 -0.053
C -4.152878 -2.064073 -1.060850 -0.916 -0.403 -0.908 -0.153
H 1.126426 -0.391903 -2.769322 0.431 -0.045 0.645 0.056
H 0.545566 0.615469 -1.382654 0.034 -0.440 -0.534 0.083
H -1.139910 -0.675543 -2.968561 -0.423 -0.043 0.237 0.089
H -0.639201 -2.170280 -2.197293 0.261 0.307 -0.052 0.111
H 4.586387 -0.766843 0.202135 0.243 -0.404 0.685 0.095
H 6.083720 1.267309 -0.860084 -0.450 -0.264 0.082 0.115
H 4.445370 2.348137 -2.815053 0.521 -0.157 -0.350 0.112
H 2.474915 0.650429 -3.161966 0.340 0.205 0.499 0.098
H 2.114406 -4.247343 -0.411584 0.356 -0.298 -0.157 0.062
H 3.133358 -5.717483 -2.479116 0.052 -0.296 -0.049 0.106
H 3.221643 -4.019357 -4.635341 0.018 0.025 0.114 0.119
H 2.377331 -1.637893 -3.720895 0.196 -0.011 0.055 0.100
H -3.429410 1.588459 0.274756 0.321 0.217 -0.578 0.114
H -3.545771 4.055850 -0.872610 0.347 -0.794 -0.683 0.125
H -2.140213 3.688690 -3.238484 0.140 0.712 -0.892 0.098
H -1.041664 1.288428 -3.214618 0.067 0.212 0.026 0.110
H -3.428535 0.318727 -3.202896 -0.075 -0.134 0.158 0.105
H -5.615356 -1.082370 -3.893120 0.098 -0.046 0.215 0.119
H -5.964759 -2.980464 -1.927412 0.201 0.221 0.050 0.112
H -3.898577 -2.574012 -0.141115 -0.311 -0.099 -0.061 0.092
S 1.948042 -0.829634 5.532044 -2.700 -0.003 -2.657 0.756
C 0.895567 -0.912372 4.270205 2.513 -0.267 1.712 -0.805
N 0.274590 -1.075079 3.240077 -0.382 -0.279 -2.487 -0.115
```
Positions in Å, forces in eV/Å.